# 1
C26H41BN3O6P2PbS as an isolated structure at a distorted geometry, computed with wB97M-V/def2-TZVPD.

XYZ file:
```
81
Properties=species:S:1:pos:R:3:forces:R:3:mulliken_charge:R:1
Pb 4.137 -7.757 5.610 -0.3 -0.3 0.4 0.64
S -1.801 -0.810 2.904 0.1 0.0 -0.2 -0.35
P -0.732 -0.199 1.380 -0.8 -0.5 1.0 0.67
P -1.740 -2.056 -2.683 0.1 -0.6 -0.1 0.50
O 2.896 3.099 -2.840 0.1 -0.3 0.3 -0.58
O -1.707 5.634 -1.462 -0.2 0.0 -0.1 -0.56
O -0.698 0.476 -1.115 0.3 0.1 -0.1 -0.39
O 2.573 -0.553 -4.879 0.0 -0.3 0.0 -0.53
O -1.094 -3.084 -3.528 0.1 0.1 -0.1 -0.77
O 0.498 -1.451 -1.446 0.5 0.3 0.2 -0.26
N -3.758 3.095 -1.121 -0.2 0.0 -0.2 -0.14
N 3.731 3.450 -0.752 -0.2 -0.8 0.0 -0.54
N 2.294 -4.194 3.016 0.0 0.1 0.1 0.28
C 1.782 0.815 -0.852 0.5 0.7 -0.1 -0.79
C 1.303 -3.258 0.925 -0.1 0.0 0.7 0.15
C -2.556 4.525 0.470 -0.2 0.0 0.0 0.36
C 3.608 -5.681 3.937 0.2 -0.4 0.3 0.20
C 1.840 -2.982 2.340 0.0 0.1 -0.3 -1.04
C -2.349 4.078 1.765 0.0 -0.1 0.0 -0.11
C -0.218 -3.445 0.911 0.1 -0.3 0.0 -0.72
C -3.855 4.266 -0.252 0.2 -0.1 -0.1 -1.19
C -0.798 -1.805 -1.057 -0.9 0.0 -0.2 0.83
C 0.854 0.282 -3.303 0.8 -0.3 -1.2 -0.82
C -1.136 4.269 2.407 -0.1 -0.2 0.2 -0.86
C 2.768 2.982 -1.640 0.1 0.5 -0.3 0.16
C -2.848 -0.270 -0.452 -0.1 0.0 0.3 -0.90
C 3.039 -1.054 -3.569 0.1 0.6 -2.1 -0.91
C 2.287 -6.200 3.950 0.1 -0.2 0.2 0.00
C -0.307 5.391 0.464 0.2 0.1 -0.1 -0.49
C -1.352 -0.545 -0.349 0.3 0.7 -0.8 0.16
C 1.504 -5.241 3.376 -0.2 0.1 0.0 -1.00
C 1.559 2.329 -1.015 -0.3 0.2 -0.1 -0.10
C 3.580 -4.444 3.357 -0.1 0.1 0.0 -0.57
C -0.112 4.922 1.750 0.2 0.1 0.0 -0.43
C -0.878 -3.196 -0.439 0.4 -0.1 0.2 -1.62
C 1.619 -0.872 -3.919 -0.5 0.1 1.4 0.41
C -1.521 5.197 -0.168 0.0 0.0 -0.1 0.34
C -3.252 1.064 0.195 -0.5 -0.3 0.0 0.15
C -4.315 1.856 -0.593 0.3 0.2 0.0 -1.36
B 0.560 -0.010 -1.642 -0.7 -0.8 0.5 -0.25
H 0.720 2.541 -1.673 -0.1 0.0 0.0 0.12
H -0.408 -3.864 -1.162 -0.1 0.0 -0.2 0.56
H 1.917 -7.152 4.310 -0.1 -0.1 -0.1 0.32
H 0.555 -0.741 1.407 0.2 0.2 -0.2 -0.24
H -3.153 3.569 2.277 -0.1 -0.1 0.1 0.36
H -3.644 0.853 1.188 0.2 0.1 0.2 0.59
H -5.172 2.050 0.059 -0.1 0.1 0.0 0.29
H -4.655 4.156 0.486 -0.1 -0.1 0.1 0.38
H 1.058 -1.792 -4.088 0.0 0.1 0.0 0.47
H 4.525 -6.131 4.298 0.6 0.4 -0.6 0.29
H 1.315 2.800 -0.065 0.0 0.0 0.2 0.14
H -0.422 -4.490 1.152 -0.1 -0.1 0.0 0.42
H 4.670 3.263 -1.074 0.1 0.5 -0.1 0.26
H -0.102 0.399 -3.817 -0.2 0.1 0.3 0.66
H -2.391 1.717 0.267 0.1 0.1 0.1 -0.15
H 0.446 -5.244 3.197 -0.1 0.1 0.0 0.38
H 3.647 -0.238 -3.209 0.0 -0.3 0.9 0.31
H 0.488 5.907 -0.054 0.0 0.0 -0.1 0.47
H 1.092 -2.499 2.968 -0.1 0.0 0.1 0.48
H -0.541 1.185 1.386 0.2 0.1 -0.3 -0.15
H 1.776 0.570 0.209 -0.2 -0.3 0.0 0.24
H 1.782 -4.179 0.598 0.2 0.1 -0.4 0.64
H -4.692 1.272 -1.432 0.0 -0.1 -0.1 0.58
H -3.424 -1.088 -0.021 0.0 -0.1 0.1 0.20
H -4.100 5.129 -0.864 0.0 0.1 -0.1 0.45
H 3.455 -2.044 -3.687 0.2 -0.1 0.4 0.39
H -1.903 -0.796 -3.273 0.0 0.1 0.1 0.07
H 3.589 3.139 0.198 0.1 0.1 0.1 0.26
H 1.472 1.165 -3.464 -0.2 0.3 0.2 0.48
H 2.762 0.545 -1.242 0.0 -0.3 -0.2 0.70
H -1.730 6.596 -1.468 0.1 0.1 -0.1 0.35
H -4.116 3.295 -2.040 -0.1 0.1 0.0 0.29
H -1.004 3.900 3.413 0.0 0.0 0.1 0.46
H -1.926 -3.489 -0.384 -0.1 0.0 0.1 0.41
H -0.686 -2.876 1.710 -0.1 0.2 0.0 0.37
H 4.372 -3.743 3.175 0.0 0.1 -0.1 0.39
H 2.705 -2.326 2.290 0.1 0.1 0.1 0.28
H 1.609 -2.430 0.293 0.0 -0.1 -0.2 -0.33
H -3.100 -0.207 -1.509 0.1 -0.1 -0.1 0.64
H 0.843 5.080 2.228 0.1 0.0 0.1 0.45
H -3.030 -2.425 -2.261 -0.1 0.2 0.0 0.14
```
Positions in Å, forces in eV/Å.

Results
Lowest unoccupied orbital energy ... -7.6 eV
Net charge ... +1

=====

# 2
C26H41BrNiOSb2 as an isolated structure at a distorted geometry, computed with wB97M-V/def2-TZVPD.

XYZ file:
```
72
Properties=species:S:1:pos:R:3:forces:R:3:mulliken_charge:R:1
Sb 0.865 2.467 0.000 2.2 0.1 -0.3 0.52
Sb -2.104 1.455 0.000 -2.3 1.6 -0.2 0.60
Br -1.879 -1.300 0.000 0.6 -5.5 0.5 0.66
Ni 0.000 0.000 0.000 -0.3 2.3 0.5 0.08
O 0.602 -1.679 0.000 4.2 -2.4 0.0 -1.67
C 2.966 -4.961 -1.262 -0.1 -0.1 0.0 -1.71
C -1.890 -6.784 -0.001 -0.2 -0.4 0.0 1.68
C -1.479 -7.578 1.258 0.1 0.0 0.1 -1.60
C -2.769 3.002 -1.360 0.0 0.4 -0.5 -1.48
C -1.887 -4.213 0.000 0.0 0.6 0.0 -0.02
C -2.621 6.690 -0.449 0.1 -0.3 -0.1 -0.65
C -2.191 4.373 -1.079 -0.1 0.4 0.0 1.02
C 0.953 -4.099 0.000 0.3 -1.3 0.0 -0.16
C 3.284 -2.858 0.000 -0.4 0.3 0.0 -1.97
C 0.219 -5.329 -0.001 0.0 1.3 0.0 0.15
C 0.220 -2.894 0.000 -0.9 -1.0 0.0 0.24
C 2.966 -4.962 1.260 -0.1 -0.1 0.0 -1.72
C -3.077 5.392 -0.678 0.8 0.2 0.0 -0.89
C 2.004 4.069 0.905 0.3 0.6 0.4 -1.21
C -0.813 4.688 -1.252 -0.1 0.3 -0.1 1.04
C 2.563 1.640 -1.053 0.7 0.8 -0.7 -1.45
C -3.735 0.111 -0.465 -2.8 1.2 -0.3 -1.53
C -3.095 2.324 1.715 0.2 0.2 0.4 -1.18
C -1.193 -5.417 -0.001 0.5 0.1 0.0 -0.24
C -1.276 6.999 -0.627 0.0 -0.3 0.0 -0.62
C -1.161 -3.030 0.000 -0.3 -1.1 0.1 -0.32
C -1.479 -7.577 -1.260 0.1 0.0 -0.1 -1.61
C 0.213 3.671 -1.686 -0.3 0.3 -0.6 -1.42
C 2.503 -4.192 0.000 0.5 -0.3 0.0 1.97
C -3.433 -6.694 -0.001 0.1 0.3 0.0 -2.05
C -0.380 6.010 -1.029 -0.8 -0.2 0.3 -0.88
H -3.315 7.460 -0.140 0.0 0.0 0.0 0.40
H -3.887 -7.692 -0.001 0.2 0.1 0.0 0.40
H 2.656 3.654 1.700 -0.4 0.2 -0.5 0.36
H 0.784 -6.257 -0.001 0.0 0.1 0.0 0.29
H 1.144 4.176 -2.019 -0.6 -0.3 0.2 0.61
H -3.584 -0.316 -1.477 -0.4 0.4 0.7 0.46
H -0.404 -7.786 1.285 -0.1 0.1 -0.1 0.30
H -1.993 -8.545 1.300 0.0 0.1 -0.1 0.44
H 2.630 4.564 0.134 -0.3 -0.3 0.4 0.34
H 3.235 1.134 -0.330 -0.5 0.3 -0.4 0.43
H 2.620 -4.462 -2.174 0.0 0.0 0.2 0.39
H -3.760 -0.708 0.283 -1.5 1.5 -0.8 0.43
H -4.132 5.186 -0.545 0.0 -0.2 -0.1 0.34
H -3.807 -6.170 0.887 0.1 0.0 -0.1 0.39
H -1.730 -7.027 2.172 0.0 0.0 -0.2 0.36
H -3.807 -6.170 -0.888 0.1 0.0 0.1 0.39
H 4.367 -3.037 0.000 -0.2 -0.3 0.0 0.51
H 2.206 0.904 -1.803 0.2 0.5 0.6 0.39
H 1.518 0.000 0.000 0.0 0.8 0.3 0.46
H 2.619 -4.464 2.173 0.0 0.0 -0.2 0.39
H -4.138 2.594 1.449 0.7 -0.2 0.0 0.37
H -0.155 3.074 -2.546 0.2 0.0 0.6 0.45
H 2.595 -5.992 1.286 -0.1 0.1 -0.1 0.29
H 1.308 4.811 1.346 0.4 -0.4 -0.2 0.33
H -2.546 3.235 2.029 -0.4 -0.5 -0.1 0.32
H -2.967 -4.152 0.000 -0.1 -0.2 0.0 0.56
H -0.404 -7.785 -1.287 -0.1 0.1 0.1 0.30
H 4.060 -5.021 -1.309 -0.1 0.1 0.1 0.45
H -3.874 3.018 -1.250 0.7 0.0 0.0 0.50
H 2.595 -5.991 -1.288 -0.1 0.1 0.1 0.29
H 4.060 -5.022 1.308 -0.1 0.1 -0.1 0.44
H -3.102 1.590 2.547 0.0 0.5 -0.5 0.39
H 3.070 -2.260 -0.892 -0.1 0.0 0.2 0.35
H 3.118 2.451 -1.567 -0.1 -0.3 0.1 0.43
H -1.731 -7.026 -2.174 0.0 0.0 0.2 0.36
H -1.993 -8.545 -1.302 0.0 0.1 0.1 0.44
H 0.662 6.277 -1.160 0.0 -0.2 -0.1 0.35
H 3.070 -2.261 0.893 -0.1 0.0 -0.2 0.36
H -4.696 0.665 -0.436 0.4 0.1 -0.1 0.46
H -2.550 2.705 -2.407 0.0 0.0 0.6 0.52
H -0.925 8.008 -0.454 0.0 0.0 0.0 0.39
```
Positions in Å, forces in eV/Å.

Results
Expectation value of S² ... 2.023
Lowest unoccupied orbital energy (spin up / spin down) ... 0.2 / -0.5 eV
2S+1 ... 3